{
  "formula": "C2H5NP2",
  "method": "wB97M-V/def2-TZVPD",
  "e_tot_ev": -22220.1791,
  "lumo_ev": -0.53,
  "orbital_gap_ev": 8.2,
  "multiplicity": 1,
  "species": ["C", "C", "N", "P", "P", "H", "H", "H", "H", "H"],
  "xyz": [[-0.0870, 0.4966, -0.3253], [-1.0539, 1.5554, -0.7085], [0.9916, -1.6098, 0.5838], [1.3001, -2.7269, 1.5839], [-0.5885, -0.7958, 0.5875], [0.9191, 0.6382, -0.5373], [-1.5773, 1.1524, -1.7349], [-1.9304, 1.6053, 0.0547], [-0.6563, 2.4944, -0.9752], [2.6824, -2.8099, 1.4714]]
}